ORCA calculation (ωB97M-V with the def2-TZVPD basis set) on a 2-piece molecular cluster, C4H11NO overall.

The calculation puts the lowest unoccupied orbital energy at 0.83 eV. The calculation puts the electronic energy at -288.9805 Eh. For the energy above the lowest of the compared OMol25 structures with the same formula, charge and spin, the calculation gives 22.9 kcal/mol. For the molar mass, the calculation gives 89.14 g/mol. The SMILES is CC(N)=O.CC.

Structure (XYZ):
```
17
Properties=species:S:1:pos:R:3:forces:R:3:lowdin_charge:R:1
C -1.151410 -1.281312 0.316985 0.1 -2.7 0.3 -0.028
C -1.862149 -0.130498 0.967772 0.0 0.0 1.9 -0.566
N -1.023410 0.700879 1.672539 0.2 -0.4 -0.7 0.136
O -3.060397 0.035824 1.075879 0.0 -0.2 -1.1 0.046
H -1.704692 -2.234920 0.232866 -1.1 1.1 -0.7 0.094
H -0.429670 -1.837380 0.937695 0.5 1.4 0.6 0.087
H -0.602154 -1.091884 -0.588888 -0.6 0.3 -0.1 0.023
H -1.384960 1.585175 1.978115 0.1 0.0 0.3 0.105
H -0.066515 0.432792 1.803290 0.1 0.4 0.0 0.087
C 1.340643 -0.281387 -1.227599 1.8 0.6 0.0 -0.177
C 1.413167 1.212909 -0.811430 -0.3 0.1 -0.8 -0.146
H 0.512948 -0.416216 -1.879151 -0.7 -0.4 -0.6 0.043
H 2.259639 -0.501687 -1.801074 -0.4 0.3 -0.1 0.073
H 1.386317 -1.070163 -0.464177 -0.3 0.7 0.2 0.059
H 1.245543 1.876570 -1.705985 0.2 -0.8 0.7 0.084
H 2.402983 1.415073 -0.456236 0.6 0.3 0.3 0.046
H 0.724123 1.586228 -0.050598 -0.1 -0.5 -0.1 0.035
```
Positions in Å, forces in eV/Å.